The following is a quantum chemistry calculation of a cluster of 4 separate species, C13H34BN3O3 in total at a distorted geometry, from OMol25.

Geometry as XYZ:
```
54
C13H34BN3O3 (the ωB97M-V functional and the def2-TZVPD basis)
O 0.807 3.628 -1.325
O -4.597 1.352 4.004
O -0.292 -4.611 -0.221
N 3.545 -0.487 -1.268
N 3.022 1.674 -0.431
N 1.367 0.432 -1.680
C -3.526 1.586 0.345
C 0.974 -6.554 -0.892
C -0.722 -1.180 1.076
C -1.748 -1.693 -0.059
C 1.952 -0.220 0.752
C -3.029 0.613 -0.216
C -2.125 -0.443 -0.970
C 0.813 -5.050 -1.004
C 1.864 4.673 -3.228
C 2.451 0.301 -0.669
C -2.344 2.200 3.873
C -3.415 1.596 4.758
C 0.623 3.987 -2.691
B 0.855 -1.402 0.672
H 0.067 -7.062 -1.226
H -2.103 1.528 3.045
H 4.187 -0.790 -0.533
H -3.791 2.642 0.624
H -0.249 4.644 -2.768
H 1.816 -6.903 -1.495
H 1.141 -6.848 0.148
H -0.867 -1.775 2.033
H 1.736 4.947 -4.277
H -2.640 -2.258 0.342
H 0.877 1.302 -1.438
H -0.118 -4.860 0.695
H -1.432 2.399 4.441
H 1.742 0.558 -2.629
H 2.733 4.017 -3.138
H 0.979 4.439 -0.831
H -1.138 0.054 -1.249
H -3.670 2.278 5.571
H 2.360 2.224 0.123
H 2.086 5.576 -2.653
H 1.525 0.679 1.318
H -0.874 -0.075 1.266
H 0.625 -4.762 -2.040
H -4.368 0.741 3.291
H 3.205 -1.264 -1.840
H -2.597 -0.761 -1.950
H -2.695 3.136 3.432
H 1.715 -4.535 -0.660
H 3.157 2.116 -1.347
H 2.839 -0.570 1.369
H 1.135 -2.518 0.351
H 0.417 3.075 -3.254
H -1.203 -2.426 -0.743
H -3.074 0.651 5.194
```

Calculated values
**2S+1**: 1
**Total energy**: -930.40927 Eh
**SMILES**: C#CCCCBCC(N)(N)N.CCO.CCO.CCO
**HOMO-LUMO gap**: 9.17 eV

natural (NBO) atomic charge list, values in e, 4 entries: -0.74, -0.72, -0.72, -0.86